a:
An isolated ion of composition C6H11N2 and charge +1. Source: the OMol25 dataset; level of theory: wB97M-V/def2-TZVPD.

Geometry as XYZ:
```
19
C6H11N2 (wB97M-V/def2-TZVPD)
C -0.963 1.091 -0.918
C -1.171 -1.444 -0.213
C 1.436 0.761 0.160
C 0.043 1.351 0.311
C -0.855 0.349 1.045
C 0.200 -1.347 0.431
N -1.656 -0.043 -0.159
N 1.293 -0.654 -0.284
H -1.705 1.822 -1.019
H -0.306 0.947 -1.806
H -1.237 -1.864 -1.139
H -1.839 -2.087 0.335
H 2.134 1.324 -0.559
H 1.943 0.892 1.065
H 0.069 2.388 0.893
H -1.109 0.262 2.120
H 0.561 -1.984 1.105
H 0.886 -0.626 -1.240
H 2.278 -1.138 -0.127
```

Values from the calculation:
Highest occupied orbital energy   -0.4627 Eh
HOMO-LUMO gap   9.096 eV
Charge   +1
LUMO level   -3.495 eV
Multiplicity   1



b:
An isolated ion of composition C6H11N2 and charge +1. Source: the OMol25 dataset; level of theory: wB97M-V/def2-TZVPD.

Geometry as XYZ:
```
19
C6H11N2 (wB97M-V/def2-TZVPD)
C -2.124 -0.708 1.061
C -2.016 0.544 0.162
C -1.017 0.312 -0.938
C 0.434 0.179 -0.525
C 1.495 -0.333 -1.317
N 2.623 -0.234 -0.573
C 2.274 0.291 0.708
N 0.822 0.666 0.653
H -2.237 -1.591 0.439
H -2.885 -0.736 1.824
H -1.183 -0.834 1.613
H -1.500 1.364 0.719
H -3.001 0.873 -0.151
H -0.568 1.233 -1.368
H -1.232 -0.428 -1.699
H 1.424 -1.235 -1.933
H 3.528 -0.254 -1.023
H 2.455 -0.402 1.550
H 2.710 1.295 0.798
```

Values from the calculation:
Highest occupied orbital energy   -0.5389 Eh
SMILES   CCCC1=NC[NH+]=C1
HOMO-LUMO gap   8.049 eV
Charge   +1
LUMO level   -6.616 eV
Multiplicity   1



c:
An isolated ion of composition C6H11N2 and charge +1. Source: the OMol25 dataset; level of theory: wB97M-V/def2-TZVPD.

Geometry as XYZ:
```
19
C6H11N2 (wB97M-V/def2-TZVPD)
C 0.736 -0.641 -0.275
C 3.006 0.029 0.455
C -1.540 -0.104 -0.142
C -1.346 -1.679 -0.045
C -0.251 0.424 -0.692
C 0.159 1.716 -0.015
N 1.982 -0.452 -0.190
N 0.087 -1.834 0.025
H 2.960 0.596 1.368
H 4.018 0.062 -0.106
H -2.299 0.261 -0.773
H -1.609 0.309 0.787
H -1.933 -1.897 0.877
H -1.686 -2.145 -0.973
H -0.294 0.562 -1.785
H -0.715 2.012 0.425
H 0.560 2.475 -0.655
H 0.942 1.514 0.703
H 0.383 -2.450 0.712
```

Values from the calculation:
Highest occupied orbital energy   -0.5388 Eh
SMILES   C=NC1=[NH+]CC[C@H]1C
HOMO-LUMO gap   10.047 eV
Charge   +1
LUMO level   -4.615 eV
Multiplicity   1



c has the most favorable energy; the next structure is 0.0401 hartree above.



a:
A 2-piece molecular cluster, C6H11N2 overall. Source: the OMol25 dataset; level of theory: wB97M-V/def2-TZVPD.

Geometry as XYZ:
```
19
C6H11N2 (wB97M-V/def2-TZVPD)
C -0.968 1.719 -1.636
C -0.146 0.878 -2.223
C 0.604 0.934 0.820
C -1.623 -0.630 -0.465
C 1.091 0.157 1.904
C -0.702 0.487 -0.902
N 2.045 -0.745 1.849
N -1.093 -1.957 -0.543
H -1.361 2.701 -1.533
H 0.744 0.733 -2.895
H -0.010 1.742 1.091
H 1.263 1.274 0.144
H -1.891 -0.498 0.520
H -2.435 -0.460 -1.287
H 0.599 0.360 2.973
H 2.541 -1.125 0.951
H 2.523 -1.187 2.671
H -0.300 -2.076 0.013
H -0.884 -2.305 -1.452
```

Values from the calculation:
Highest occupied orbital energy   -0.4665 Eh
HOMO-LUMO gap   8.153 eV
Charge   +1
LUMO level   -4.542 eV
Multiplicity   1



b:
An isolated ion of composition C6H11N2 and charge +1. Source: the OMol25 dataset; level of theory: wB97M-V/def2-TZVPD.

Geometry as XYZ:
```
19
C6H11N2 (wB97M-V/def2-TZVPD)
C 0.530 -0.499 -0.319
C -0.734 -0.413 -0.990
C 1.520 -1.384 -0.602
C -0.773 1.495 0.335
C 0.603 0.841 0.566
C 0.687 0.324 2.038
N -1.287 0.756 -0.840
N -1.176 -1.320 -1.814
H 2.575 -1.091 -0.322
H 1.542 -2.265 -1.247
H -1.423 1.133 1.175
H -0.787 2.538 0.336
H 1.550 1.425 0.449
H -0.298 -0.195 2.195
H 0.637 1.136 2.720
H 1.590 -0.137 2.137
H -2.206 0.987 -1.376
H -0.478 -2.046 -2.084
H -2.074 -1.285 -2.357
```

Values from the calculation:
Highest occupied orbital energy   -0.5219 Eh
SMILES   C=C1C(=[NH2+])NC[C@H]1C
HOMO-LUMO gap   9.965 eV
Charge   +1
LUMO level   -4.235 eV
Multiplicity   1



c:
An isolated ion of composition C6H11N2 and charge +1. Source: the OMol25 dataset; level of theory: wB97M-V/def2-TZVPD.

Geometry as XYZ:
```
19
C6H11N2 (wB97M-V/def2-TZVPD)
C -0.080 -0.860 -0.763
C -0.260 -0.312 0.363
C 0.669 1.689 1.149
C -1.735 1.213 1.777
C 0.429 -2.429 -3.226
C -0.365 0.627 1.427
N 0.565 -0.422 -2.002
N 0.756 -1.134 -2.949
H -0.510 -1.881 -0.985
H 0.326 2.353 0.461
H 1.618 1.268 0.907
H 0.777 2.294 2.011
H -2.345 0.392 2.026
H -2.226 1.890 0.961
H -1.549 1.977 2.472
H -0.412 -2.727 -2.491
H 1.424 -2.939 -3.247
H 0.035 -2.487 -4.244
H 0.164 0.040 2.230
```

Values from the calculation:
Highest occupied orbital energy (spin up / spin down)   -0.4900 / -0.5071 Eh
HOMO-LUMO gap (spin up / spin down)   6.785 / 7.770 eV
Charge   +1
LUMO level (spin up / spin down)   -6.548 / -6.030 eV
Multiplicity   1



d:
An isolated ion of composition C6H11N2 and charge +1. Source: the OMol25 dataset; level of theory: wB97M-V/def2-TZVPD.

Geometry as XYZ:
```
19
C6H11N2 (wB97M-V/def2-TZVPD)
C 0.937 -1.549 0.236
C 0.816 1.479 0.013
C -1.725 -0.883 -0.196
C 1.911 -0.549 -0.541
C -0.434 0.624 0.631
C -0.470 -0.859 0.599
N 1.939 0.583 0.174
N -1.652 0.645 -0.228
H 0.799 -2.427 -0.238
H 1.362 -1.758 1.128
H 0.540 1.735 -1.119
H 0.891 2.380 0.438
H -1.678 -1.261 -1.146
H -2.458 -1.410 0.348
H 1.980 -0.464 -1.586
H -0.741 1.217 1.483
H 2.084 0.395 1.155
H -1.505 1.113 -1.101
H -2.596 0.991 -0.048
```

Values from the calculation:
Highest occupied orbital energy (spin up / spin down)   -0.4245 / -0.4592 Eh
HOMO-LUMO gap (spin up / spin down)   7.101 / 8.905 eV
Charge   +1
LUMO level (spin up / spin down)   -4.451 / -3.589 eV
Multiplicity   1



b has the most favorable energy; the next structure is 0.1649 hartree above.